{
  "formula": "C3H8F2NO",
  "method": "ωB97M-V/def2-TZVPD",
  "symbols": ["C", "C", "C", "N", "O", "F", "F", "H", "H", "H", "H", "H", "H", "H", "H"],
  "coordinates": [[1.03950, 0.13981, -0.69330], [-0.00829, 0.69148, 1.43957], [-1.40631, -0.23991, -0.38797], [-0.21122, 0.57269, 0.05855], [-1.15406, -1.59259, -0.24372], [-2.51466, 0.25785, 0.22796], [-0.59722, 1.81852, -0.48558], [1.43607, -0.78107, -0.35822], [0.77380, -0.03035, -1.76692], [1.84423, 0.83819, -0.66532], [0.16530, -0.20774, 1.95095], [0.95231, 1.17884, 1.47528], [-0.84867, 1.36041, 1.96500], [-1.49071, 0.21718, -2.44470], [-1.91557, -2.10139, -0.67914]],
  "atomic_forces_ev_per_a": [[-0.9960, -0.1548, -2.1697], [-0.8912, 3.8246, 2.9880], [-1.1211, -1.2987, -1.9128], [-0.5981, -1.0173, -3.7885], [-1.7243, 1.6781, -0.6093], [1.6706, -0.9133, -0.7375], [0.8509, -0.2580, 0.8057], [-0.1758, -1.0690, 0.9944], [-0.0868, 0.3719, 1.0116], [0.0230, 1.1174, 0.4736], [-0.3800, -1.7107, 0.2302], [0.1840, 0.7107, 0.6221], [1.8683, -1.6958, -1.3402], [0.0028, -0.4924, 2.5776], [1.3737, 0.9071, 0.8547]],
  "total_charge": 1,
  "e_homo_ev": [-15.17, -14.80],
  "lumo_energy_ha": [-0.200, -0.187],
  "e_tot_ev": -12199.3875
}